Model a:
Below is C2H4N4 in the gas phase, with properties calculated with ωB97M-V/def2-TZVPD.

## Properties
Structure (SMILES): Cn1ncnn1
Molecular weight: 84.08 g mol⁻¹
HOMO level: -10.7 eV

```
10
C2H4N4 ωB97M-V/def2-TZVPD
H -2.034 -0.466 0.917
N 0.410 -0.699 -0.878
H -2.078 0.919 -0.199
C -1.606 -0.049 -0.001
N 0.695 0.687 0.820
C 1.845 0.286 0.285
N 1.685 -0.558 -0.750
N -0.161 0.041 0.054
H -1.581 -0.744 -0.863
H 2.825 0.583 0.615
```

Mulliken atomic charge list, values in e, 8 entries: 0.270, -0.314, 0.269, -0.668, -0.767, 0.012, -0.448, 0.861


Model b:
Below is C2H4N4 in the gas phase, with properties calculated with ωB97M-V/def2-TZVPD.

## Properties
Structure (SMILES): Cn1ncnn1
Molecular weight: 84.08 g mol⁻¹
HOMO level: -10.5 eV

```
10
C2H4N4 ωB97M-V/def2-TZVPD
C 0.283 0.551 0.761
C -0.558 -1.511 -1.961
H -0.335 1.386 0.749
N -1.016 -1.090 -0.855
H -0.046 -0.121 1.459
N 0.626 -1.035 -2.326
H 1.314 1.036 0.750
H -1.079 -2.236 -2.580
N 1.016 -0.199 -1.451
N 0.238 -0.234 -0.448
```

Mulliken atomic charge list, values in e, 8 entries: -0.647, 0.078, 0.317, -0.536, 0.274, -0.397, 0.286, 0.416


The most stable arrangement is model a, and the next structure is 0.0340 hartree less stable.


Model a:
Below is C2H4N4 in the gas phase, with properties calculated with ωB97M-V/def2-TZVPD.

## Properties
Molecular weight: 84.08 g mol⁻¹
HOMO level: -9.4 eV

```
10
C2H4N4 ωB97M-V/def2-TZVPD
N 0.136 -1.423 -0.071
C 0.712 -0.254 -0.207
H -2.003 1.394 0.070
C -1.340 0.540 -0.048
H 2.775 -0.529 0.161
N -1.737 -0.685 0.144
N -0.103 0.832 -0.346
H 2.204 1.061 -0.016
N 2.062 0.075 -0.223
H -2.703 -0.761 0.529
```

Mulliken atomic charge list, values in e, 8 entries: -0.345, 0.584, 0.393, 0.046, 0.251, -0.415, -0.601, 0.268


Model b:
Below is C2H4N4 in the gas phase, with properties calculated with ωB97M-V/def2-TZVPD.

## Properties
Structure (SMILES): Nc1nc[nH]n1
Molecular weight: 84.08 g mol⁻¹
HOMO level: -8.9 eV

```
10
C2H4N4 ωB97M-V/def2-TZVPD
H -2.339 -1.024 0.484
H -2.113 1.337 -0.018
N -0.074 0.967 -0.319
N 1.989 -0.027 -0.238
C -1.309 0.625 -0.097
H 2.188 0.947 -0.025
N -1.448 -0.683 0.109
H 2.643 -0.659 0.198
C 0.610 -0.205 -0.163
N -0.146 -1.279 0.068
```

Mulliken atomic charge list, values in e, 8 entries: 0.256, 0.395, -0.573, -0.459, -0.075, 0.266, 0.079, 0.255


The most stable arrangement is model b, and the next structure is 0.0958 hartree less stable.


Model a:
Below is C2H4N4 in the gas phase, with properties calculated with ωB97M-V/def2-TZVPD.

## Properties
Molecular weight: 84.08 g mol⁻¹
HOMO level (spin up / spin down): -8.4 / -7.9 eV

```
10
C2H4N4 ωB97M-V/def2-TZVPD
C 2.011 -0.633 0.126
N -2.010 -0.072 -0.046
C -0.777 -0.166 -0.533
H 2.839 -0.830 0.824
N 1.390 0.629 0.219
N 0.093 0.735 0.043
N 1.679 -1.247 -0.903
H -2.719 -0.636 -0.491
H -0.179 1.716 0.025
H -2.326 0.502 0.736
```

Mulliken atomic charge list, values in e, 8 entries: 0.178, -0.286, -0.188, 0.319, -0.715, 0.262, -0.372, 0.256


Model b:
Below is C2H4N4 in the gas phase, with properties calculated with ωB97M-V/def2-TZVPD.

## Properties
Structure (SMILES): Nc1cnn[nH]1
Molecular weight: 84.08 g mol⁻¹
HOMO level: -8.4 eV

```
10
C2H4N4 ωB97M-V/def2-TZVPD
H 0.462 -2.137 -0.204
C 0.087 -1.204 0.203
N -0.935 0.075 1.655
N -0.936 0.809 0.395
H 1.883 0.408 -1.052
H 0.800 1.747 -1.153
H -1.880 0.557 0.037
N 0.937 0.755 -1.044
N -0.457 -1.085 1.469
C 0.040 0.075 -0.306
```

Mulliken atomic charge list, values in e, 8 entries: 0.430, -0.499, -0.395, -0.283, 0.251, 0.252, 0.328, -0.434


Model c:
Below is 2 unconnected molecules or ions with the total composition C2H4N4, with properties calculated with ωB97M-V/def2-TZVPD.

## Properties
Molecular weight: 84.08 g mol⁻¹
HOMO level: -8.5 eV

```
10
C2H4N4 ωB97M-V/def2-TZVPD
N -0.061 -1.488 0.630
H -0.809 2.156 -0.500
H -2.619 -0.045 0.190
N -1.833 -0.450 -0.341
C -0.382 1.213 -0.178
C 0.570 0.437 0.021
H 2.524 0.416 -0.548
N 1.857 0.036 0.113
H 1.934 -0.955 0.275
N -1.180 -1.320 0.337
```

Mulliken atomic charge list, values in e, 8 entries: -0.260, 0.403, 0.286, -0.430, -0.453, 0.175, 0.235, -0.451


Model d:
Below is 2 unconnected molecules or ions with the total composition C2H4N4, with properties calculated with ωB97M-V/def2-TZVPD.

## Properties
Molecular weight: 84.08 g mol⁻¹
HOMO level: -8.9 eV

```
10
C2H4N4 ωB97M-V/def2-TZVPD
H -0.135 -1.193 1.554
C 0.596 -0.956 -1.148
N 0.103 -0.109 -0.483
H 1.632 -1.173 -1.312
H -0.553 0.345 2.410
N -0.491 0.564 0.359
C -0.005 -0.096 1.596
N -1.433 1.528 -1.976
H 1.076 0.085 1.700
N -0.788 1.005 -2.701
```

Mulliken atomic charge list, values in e, 8 entries: 0.303, -0.055, 0.410, 0.285, 0.272, -0.712, -0.759, -0.033


The most stable arrangement is model b, and the next structure is 0.0031 hartree less stable.